# C27H33HfN7O7SSi2

C27H33HfN7O7SSi2 as an isolated structure (ωB97M-V/def2-TZVPD, OMol25).

Geometry (Å):
Hf: -0.336 -0.226 0.498
C: -0.106 -4.799 0.005
C: -0.441 -3.345 0.032
N: 0.325 -2.436 0.524
N: 1.517 -2.876 1.056
C: 2.085 -2.010 1.855
N: 3.279 -2.379 2.366
S: 1.478 -0.454 2.354
C: -1.733 -2.895 -0.533
C: -2.717 -3.809 -0.872
C: -3.922 -3.348 -1.379
C: -4.104 -1.988 -1.537
C: -3.072 -1.138 -1.179
N: -1.912 -1.572 -0.695
H: 0.923 -4.954 0.310
H: -0.759 -5.345 0.690
H: -0.257 -5.202 -0.998
H: 3.607 -3.313 2.193
H: 3.708 -1.827 3.086
H: -2.548 -4.864 -0.730
H: -4.706 -4.045 -1.642
H: -5.024 -1.578 -1.927
H: -3.175 -0.070 -1.296
O: -2.073 -1.710 3.917
C: -1.810 -0.819 3.146
O: -1.710 -0.991 1.841
C: -1.660 0.603 3.626
C: -2.016 0.863 4.939
C: -2.003 2.162 5.411
C: -1.688 3.229 4.598
C: -1.358 2.966 3.287
C: -1.257 1.659 2.779
O: -0.784 1.443 1.581
N: -1.103 4.135 2.424
O: -1.368 4.033 1.243
O: -0.714 5.149 2.960
N: -2.368 2.428 6.813
O: -2.333 3.580 7.190
O: -2.677 1.478 7.500
H: -2.306 0.040 5.576
H: -1.705 4.244 4.967
C: 1.944 2.655 0.472
Si: 2.469 1.430 -0.846
C: 3.081 2.566 -2.216
C: 3.959 0.476 -0.260
C: 1.027 0.291 -1.362
C: -0.061 1.208 -1.854
C: -0.047 2.026 -2.995
C: -1.086 2.903 -3.219
C: -2.137 2.991 -2.307
C: -2.118 2.149 -1.224
N: -1.137 1.257 -1.045
Si: 1.462 -0.971 -2.692
C: 2.497 -2.411 -2.114
C: 2.399 -0.297 -4.175
C: -0.111 -1.670 -3.447
H: 2.699 3.444 0.498
H: 1.878 2.220 1.471
H: 0.983 3.129 0.254
H: 3.905 3.137 -1.781
H: 2.330 3.287 -2.538
H: 3.464 2.058 -3.098
H: 4.790 1.180 -0.175
H: 4.267 -0.310 -0.947
H: 3.794 0.026 0.719
H: 0.793 1.976 -3.669
H: -1.069 3.543 -4.091
H: -2.938 3.705 -2.429
H: -2.887 2.177 -0.461
H: 3.521 -2.115 -1.886
H: 2.547 -3.123 -2.942
H: 2.104 -2.923 -1.240
H: 3.345 0.174 -3.915
H: 1.819 0.407 -4.773
H: 2.630 -1.150 -4.819
H: -0.549 -2.471 -2.853
H: 0.131 -2.085 -4.428
H: -0.877 -0.905 -3.595

Its spin multiplicity is 1. The calculation puts the largest force on an atom at 0.90 eV/Å. The value obtained for the energy above the lowest of the compared OMol25 structures with the same formula, charge and spin is 0.00 kcal per mole. The energy comes out at -2983.96048 a.u. For the LUMO energy, the calculation gives -1.05 eV.